Entry 1:
The following is a DFT calculation (wB97M-V/def2-TZVPD) of C20H22N4OS in the gas phase.

Last column: natural (NBO) charge in e.
Geometry (Å):
O  -1.429  -2.784  -0.876  -0.544
C  -1.545  -2.590  0.210  0.722
C  -3.128  -2.475  0.890  -0.278
N  -3.521  -0.971  0.651  -0.459
C  -2.967  0.025  1.545  -0.152
C  -1.845  0.636  0.554  -0.209
N  -2.386  1.214  -0.490  -0.454
C  -1.244  1.642  -1.308  -0.228
C  -0.405  2.720  -0.597  0.052
C  -1.093  4.037  -0.364  -0.232
C  -0.482  4.894  0.266  -0.229
C  0.909  4.797  0.771  -0.226
C  1.525  3.469  0.380  -0.178
C  0.858  2.536  -0.298  -0.250
C  -2.904  0.159  -1.344  -0.286
C  -4.091  -0.552  -0.420  -0.164
N  -0.509  -2.285  1.071  -0.646
C  0.646  -2.064  0.645  0.354
N  1.519  -1.769  1.317  -0.512
C  2.557  -1.298  0.831  0.104
C  3.673  -0.790  1.504  -0.209
C  4.777  -0.283  0.379  -0.162
C  4.653  -0.457  -0.973  -0.308
C  3.610  -1.069  -1.459  -0.178
C  2.467  -1.187  -0.599  -0.189
S  0.870  -1.970  -1.145  0.269
H  -2.999  -2.815  1.909  0.186
H  -3.640  -3.230  0.307  0.224
H  -2.669  -0.342  2.308  0.168
H  -3.532  0.683  1.626  0.163
H  -1.533  1.456  1.246  0.201
H  -1.000  -0.193  0.544  0.162
H  -1.513  2.015  -2.178  0.198
H  -0.585  0.960  -1.466  0.176
H  -2.257  4.171  -0.495  0.230
H  -0.994  5.867  0.680  0.200
H  1.388  5.553  1.567  0.232
H  2.610  3.468  0.508  0.206
H  1.462  1.899  -0.529  0.197
H  -3.308  0.293  -2.314  0.201
H  -2.128  -0.559  -1.730  0.179
H  -4.455  -1.259  -1.405  0.194
H  -4.725  0.170  -0.434  0.176
H  -0.813  -2.391  2.134  0.431
H  3.749  -0.558  2.531  0.222
H  5.686  0.109  0.792  0.200
H  5.553  -0.103  -1.472  0.227
H  3.516  -1.343  -2.630  0.220

Properties
2S+1: 1
Highest occupied orbital energy (eV): -7.3
SMILES: O=C(CN1CCN(Cc2ccccc2)CC1)Nc1nc2ccccc2s1
Energy relative to the best compared isomer or geometry (same formula, charge and spin) (kcal per mole): 355.01

Entry 2:
The following is a DFT calculation (wB97M-V/def2-TZVPD) of C20H22N6O in the gas phase.

Last column: natural (NBO) charge in e.
Geometry (Å):
C  4.811  0.093  -2.361  -0.218
C  4.375  -1.101  -2.910  -0.187
C  2.909  -1.561  -2.938  -0.109
N  2.581  -2.229  -4.307  -0.370
C  1.846  -1.242  -4.920  0.115
C  1.624  0.040  -4.122  -0.477
C  1.934  -0.422  -2.810  -0.322
C  2.419  0.784  -1.960  0.397
O  1.489  1.717  -1.585  -0.536
C  1.358  2.064  -0.214  0.133
C  1.513  0.908  0.899  -0.446
C  0.932  1.378  2.214  -0.233
N  -0.517  1.873  2.092  -0.435
C  -1.507  0.934  2.281  0.347
C  -2.618  0.709  1.419  -0.237
C  -3.474  -0.340  1.697  -0.209
C  -3.246  -1.107  2.802  0.291
N  -4.057  -2.247  3.013  -0.375
C  -5.347  -2.592  2.634  -0.113
C  -5.473  -3.883  2.911  -0.072
N  -4.525  -4.312  3.716  -0.457
C  -3.649  -3.366  3.724  0.203
N  -2.252  -0.845  3.679  -0.191
N  -1.435  0.151  3.369  -0.248
C  -0.658  3.022  1.204  -0.215
C  0.021  2.866  -0.129  -0.439
C  3.795  0.982  -1.721  -0.331
H  5.799  0.412  -2.447  0.212
H  5.134  -1.574  -3.516  0.216
H  2.808  -2.328  -2.045  0.221
H  1.313  -1.426  -5.835  0.193
H  2.393  0.749  -4.480  0.231
H  0.700  0.430  -4.463  0.234
H  1.027  -0.832  -2.436  0.231
H  2.133  2.753  0.045  0.155
H  0.910  0.057  0.556  0.210
H  2.550  0.790  0.943  0.230
H  1.508  2.120  2.784  0.208
H  1.104  0.572  2.954  0.249
H  -2.837  1.284  0.529  0.221
H  -4.353  -0.611  1.049  0.231
H  -5.993  -2.003  2.038  0.211
H  -6.203  -4.505  2.433  0.202
H  -2.593  -3.403  4.167  0.220
H  -0.229  3.886  1.744  0.201
H  -1.707  3.260  0.974  0.218
H  -0.682  2.456  -0.920  0.211
H  0.248  3.835  -0.562  0.221
H  4.118  1.807  -1.188  0.206

Properties
2S+1: 1
Highest occupied orbital energy (eV): -8.1
SMILES: C1=C[C@@H]2N=CC[C@@H]2C(OC2CCN(c3ccc(-n4ccnc4)nn3)CC2)=C1
Energy relative to the best compared isomer or geometry (same formula, charge and spin) (kcal per mole): 83.95

Entry 3:
The following is a DFT calculation (wB97M-V/def2-TZVPD) of C20H22N8O2PdS2Se as an isolated structure.

Last column: natural (NBO) charge in e.
Geometry (Å):
Pd  -0.512  0.767  0.729  0.766
N  0.069  -3.478  7.966  -0.788
C  0.075  -2.738  6.794  0.195
C  -0.932  -1.800  6.547  -0.264
C  -0.908  -1.031  5.403  -0.153
C  0.137  -1.185  4.505  -0.314
C  1.153  -2.104  4.733  -0.155
C  1.117  -2.882  5.872  -0.277
S  0.212  -0.213  3.068  2.289
O  1.498  0.440  3.065  -0.958
O  -0.956  0.671  2.952  -0.938
N  0.133  -1.108  1.720  -0.941
C  -0.878  -2.041  1.556  0.557
N  -1.647  -2.399  2.588  -0.507
C  -2.601  -3.290  2.357  0.114
C  -2.821  -3.852  1.112  -0.347
C  -1.954  -3.440  0.116  0.111
N  -0.990  -2.558  0.325  -0.530
H  -0.819  -3.567  8.430  0.383
H  0.601  -4.332  7.954  0.382
H  -1.738  -1.682  7.262  0.214
H  -1.692  -0.318  5.185  0.248
H  1.962  -2.201  4.021  0.231
H  1.904  -3.601  6.066  0.213
H  -3.215  -3.554  3.212  0.198
H  -3.611  -4.563  0.926  0.231
H  -2.033  -3.828  -0.894  0.198
S  -0.121  0.833  -1.529  -0.048
C  1.079  -0.359  -1.806  0.361
N  2.142  -0.096  -2.586  -0.582
C  3.106  -1.198  -2.518  -0.225
C  2.293  -2.306  -1.813  -0.225
N  1.087  -1.600  -1.398  -0.574
H  2.453  0.859  -2.682  0.436
H  3.976  -0.895  -1.936  0.207
H  3.436  -1.493  -3.512  0.208
H  2.811  -2.726  -0.951  0.211
H  2.039  -3.118  -2.495  0.202
H  0.357  -1.999  -0.791  0.467
N  3.081  0.488  0.554  -0.854
C  3.457  1.602  -0.187  0.256
C  2.635  2.732  -0.241  -0.295
C  2.956  3.794  -1.067  -0.169
C  4.099  3.765  -1.860  -0.273
C  4.931  2.658  -1.795  -0.197
C  4.620  1.588  -0.963  -0.332
H  3.816  -0.184  0.706  0.368
H  2.523  0.658  1.381  0.422
H  1.733  2.760  0.359  0.228
H  2.299  4.654  -1.096  0.218
H  4.343  4.597  -2.506  0.214
H  5.840  2.623  -2.383  0.211
H  5.297  0.742  -0.896  0.199
Se  -4.380  2.132  0.558  -0.085
C  -2.654  2.317  0.473  0.105
N  -1.479  2.515  0.391  -0.614

Properties
2S+1: 1
Highest occupied orbital energy (eV): -7.7
Energy relative to the best compared isomer or geometry (same formula, charge and spin) (kcal per mole): 9.97

Entry 4:
The following is a DFT calculation (wB97M-V/def2-TZVPD) of C20H23ClN2Ti as an isolated structure.

Last column: Löwdin spin population.
Geometry (Å):
C  -0.655  1.784  2.002  0.000
C  2.800  0.653  1.739  0.021
H  -0.788  2.730  1.467  0.000
H  -0.479  2.017  3.040  -0.001
H  -1.482  1.089  1.901  0.000
H  3.776  0.244  1.655  0.000
H  2.841  1.677  2.105  0.007
H  2.332  0.110  2.598  0.004
C  -2.218  1.880  -0.209  0.024
C  -3.261  1.971  -1.104  0.054
C  -3.078  1.581  -2.403  0.052
C  -1.824  1.086  -2.772  0.022
H  -2.452  2.251  0.781  0.001
H  -4.167  2.378  -0.681  0.003
H  -3.877  1.661  -3.124  0.003
H  -1.631  0.770  -3.784  0.000
N  -1.008  1.371  -0.526  0.097
C  -0.774  0.993  -1.813  0.086
C  0.569  0.479  -2.187  0.103
N  1.529  0.319  -1.217  0.125
C  2.722  -0.246  -1.528  0.033
C  2.080  -0.459  -3.844  0.074
C  3.005  -0.645  -2.825  0.055
H  3.424  -0.368  -0.704  0.001
H  3.963  -1.107  -3.020  0.003
C  0.872  0.129  -3.514  0.014
H  0.124  0.320  -4.273  -0.001
H  2.270  -0.758  -4.867  0.004
Ti  0.958  0.975  0.899  0.238
C  1.812  2.787  0.266  0.188
H  1.403  3.077  -0.704  0.014
H  2.882  2.530  0.150  0.010
H  1.728  3.615  0.991  0.010
Cl  1.390  -3.893  2.700  0.017
C  -0.173  -3.276  2.317  0.049
C  -1.287  -3.944  2.780  -0.005
C  -2.572  -3.473  2.471  0.049
C  -2.710  -2.356  1.646  -0.007
C  -1.599  -1.718  1.112  0.048
C  -0.300  -2.103  1.518  0.048
C  0.883  -1.335  1.087  0.503
H  -1.154  -4.834  3.395  0.000
H  -3.437  -3.976  2.866  0.003
H  -3.697  -1.966  1.405  -0.001
H  -1.694  -0.898  0.398  0.003
H  1.747  -1.513  1.735  0.017
H  1.209  -1.608  0.076  0.032

Properties
2S+1: 3
Highest occupied orbital energy (alpha / beta) (eV): -4.9 / -8.7
Energy relative to the best compared isomer or geometry (same formula, charge and spin) (kcal per mole): 84.02

Entry 5:
The following is a DFT calculation (wB97M-V/def2-TZVPD) of C20H23ClPSV as an isolated structure.

Last column: Löwdin spin population.
Geometry (Å):
V  -0.385  -0.836  1.856  2.070
Cl  -0.695  0.526  3.633  -0.013
P  0.022  0.633  0.198  -0.039
C  -1.346  -0.272  -0.660  0.000
C  -1.090  -1.073  -1.786  -0.002
C  -2.134  -1.712  -2.451  -0.001
C  -3.441  -1.537  -1.984  -0.006
C  -3.716  -0.736  -0.871  0.001
C  -2.671  -0.112  -0.187  -0.003
C  -0.223  2.374  -0.054  -0.011
C  0.634  3.244  0.642  -0.005
C  0.556  4.603  0.373  0.000
C  -0.397  5.103  -0.524  -0.006
C  -1.268  4.233  -1.163  0.000
C  -1.180  2.864  -0.963  -0.007
C  1.588  0.223  -0.648  0.000
C  2.622  -0.377  0.105  0.006
C  3.825  -0.644  -0.544  0.001
C  4.003  -0.265  -1.877  0.000
C  3.009  0.422  -2.588  0.000
C  1.805  0.705  -1.946  -0.001
H  1.365  2.868  1.369  0.000
H  1.239  5.281  0.877  0.000
H  -0.429  6.181  -0.692  0.000
H  -2.019  4.598  -1.865  0.000
H  -1.873  2.201  -1.473  0.000
H  -0.056  -1.236  -2.078  0.000
H  -1.966  -2.398  -3.297  0.000
H  -4.289  -2.012  -2.487  0.000
H  -4.764  -0.623  -0.557  0.000
H  -2.853  0.476  0.719  0.001
H  2.482  -0.654  1.164  0.004
H  4.645  -1.155  -0.031  0.000
H  4.952  -0.507  -2.333  0.000
H  3.177  0.733  -3.617  0.000
H  1.005  1.242  -2.463  0.000
H  -0.210  -3.835  -1.350  0.000
H  0.544  -3.696  -1.281  0.000
C  -1.457  -2.820  3.277  0.012
S  0.087  -3.028  2.326  -0.013
C  1.399  -2.636  3.539  0.012
H  -2.102  -2.004  2.889  0.003
H  -1.333  -2.751  4.376  0.001
H  -1.935  -3.806  3.145  -0.001
H  1.334  -3.464  4.263  0.000
H  2.337  -2.672  3.008  0.000
H  1.200  -1.651  4.012  0.000

Properties
2S+1: 3
Highest occupied orbital energy (alpha / beta) (eV): -15.1 / -15.1
Total charge: +2

Quick rundown of strongest force on any atom, same order as above: 0.3198; 0.1081; 0.0139; 0.0611; 0.0616 hartree/bohr